Molecular formula: C3H6N2S2
Method: DFT, ωB97M-V/def2-TZVPD

Geometry as XYZ:
```
13
Properties=species:S:1:pos:R:3:forces:R:3:mulliken_charge:R:1
C 1.397 -2.704 -1.544 0.678 -1.389 -0.342 -0.35
N 0.681 -1.806 -1.043 -0.604 0.667 0.026 -0.36
N 1.281 -0.592 -0.896 0.711 0.948 0.222 -0.09
C 0.397 0.573 -0.932 0.074 -0.014 -0.858 -0.55
C -0.499 0.774 0.294 0.576 -0.172 0.128 0.27
S -1.851 1.641 0.181 -0.407 0.178 -0.109 -0.26
S 0.035 0.237 1.876 0.261 -0.215 -0.638 -0.17
H 2.429 -2.473 -1.840 -0.075 -0.244 -0.094 0.22
H 1.038 -3.744 -1.650 0.066 0.830 0.123 0.25
H 2.214 -0.496 -1.354 -1.125 0.049 0.349 0.26
H 0.999 1.509 -1.017 -0.101 -0.785 0.206 0.32
H -0.235 0.576 -1.861 0.227 -0.076 0.957 0.31
H 1.104 -0.492 1.462 -0.281 0.222 0.030 0.15
```
Positions in Å, forces in eV/Å.

For the energy above the lowest of the compared OMol25 structures with the same formula, charge and spin, the calculation gives 49.1 kcal per mole. The value obtained for the frontier orbital gap is 8.600 eV. The value obtained for the maximum force is 1.6 eV/Å. The calculation puts the lowest unoccupied orbital energy at -0.092 eV. Its structure (SMILES) is C=NNCC(=S)S.

=====

Molecular formula: C4H6BrF
Method: DFT, ωB97M-V/def2-TZVPD

Geometry as XYZ:
```
12
Properties=species:S:1:pos:R:3:forces:R:3:mulliken_charge:R:1
C -0.788 -2.214 0.049 -0.482 -0.921 -0.101 -0.59
C -1.023 -0.953 0.144 3.236 3.039 -0.257 0.30
C 0.258 1.802 -0.046 0.998 -1.578 2.068 -1.05
C 0.839 0.442 -0.397 -3.556 -1.100 -0.760 -0.21
F -1.867 -0.302 0.904 -0.545 0.249 -0.138 -0.21
Br 2.165 -0.160 0.780 0.364 -0.207 0.103 -0.08
H -1.357 -3.042 0.409 -0.542 -0.202 0.427 0.29
H 0.069 -2.426 -0.504 1.202 -0.591 -0.883 0.25
H 0.621 1.946 0.992 -0.735 0.657 -0.557 0.31
H -0.763 2.083 -0.184 -1.162 -1.042 0.315 0.30
H 0.664 2.489 -0.684 1.930 2.031 -1.438 0.38
H 1.182 0.334 -1.464 -0.708 -0.335 1.220 0.32
```
Positions in Å, forces in eV/Å.

For the energy above the lowest of the compared OMol25 structures with the same formula, charge and spin, the calculation gives 78.2 kcal per mole. The value obtained for the frontier orbital gap (alpha / beta) is 8.843 / 8.847 eV. The value obtained for the maximum force is 4.4 eV/Å. The calculation puts the lowest unoccupied orbital energy (alpha / beta) at 0.083 / 0.083 eV.

=====

Molecular formula: C9H8ClNO
Method: DFT, ωB97M-V/def2-TZVPD

Geometry as XYZ:
```
20
Properties=species:S:1:pos:R:3:forces:R:3:mulliken_charge:R:1
C -3.265 -1.684 -1.563 0.195 0.917 0.304 -0.05
C 2.414 0.994 1.261 0.713 0.699 0.911 -0.48
C 1.709 0.204 2.094 0.439 1.351 -3.401 -0.60
C 1.776 0.970 0.001 -2.371 0.696 -0.261 0.83
C 0.624 0.220 0.237 -1.065 -0.734 -2.221 -0.30
C -2.217 -1.169 -0.736 1.127 -0.014 1.521 0.59
C -1.180 -0.474 -1.200 1.801 0.359 3.171 0.21
C 2.066 2.010 -1.032 0.667 1.185 -2.380 -1.03
C -2.293 -1.729 0.728 3.493 -0.801 -2.368 -1.05
N -4.259 -2.001 -2.034 -0.395 -0.447 -0.534 -0.43
O 0.646 -0.308 1.474 -1.184 -0.511 -0.725 -0.22
Cl -0.813 0.007 -2.712 0.283 0.465 -1.354 -0.15
H 3.194 1.707 1.584 -0.283 -0.844 -0.438 0.32
H 1.865 -0.044 3.031 0.476 -1.228 4.376 0.58
H 1.708 1.729 -2.130 1.128 0.335 2.295 0.25
H 1.533 3.017 -0.867 0.695 -1.566 0.199 0.24
H 3.218 2.257 -0.990 -2.277 -0.552 -0.478 0.30
H -1.536 -1.202 1.402 -1.368 -0.803 -0.929 0.29
H -1.885 -2.801 0.437 -1.112 1.728 1.545 0.27
H -3.306 -1.703 1.015 -0.962 -0.232 0.769 0.40
```
Positions in Å, forces in eV/Å.

For the energy above the lowest of the compared OMol25 structures with the same formula, charge and spin, the calculation gives 134.5 kcal per mole. The value obtained for the frontier orbital gap (alpha / beta) is 8.010 / 8.009 eV. The value obtained for the maximum force is 4.6 eV/Å. The calculation puts the lowest unoccupied orbital energy (alpha / beta) at -0.892 / -0.892 eV.

=====

Molecular formula: C12H13Br2F12O7P2S2
Method: DFT, ωB97M-V/def2-TZVPD

Geometry as XYZ:
```
50
Properties=species:S:1:pos:R:3:forces:R:3:mulliken_charge:R:1
C -5.327 1.297 4.083 0.005 -0.358 -0.130 -1.51
C -4.836 0.937 2.717 0.269 0.076 0.075 0.48
Br -6.182 0.565 1.478 -0.049 -0.041 -0.063 0.02
C -3.526 0.917 2.375 -0.371 0.193 0.085 0.17
Br -2.268 1.464 3.659 -0.025 0.091 0.233 0.04
P -2.941 0.471 0.749 0.369 -0.175 0.050 0.29
P -3.770 -1.581 0.261 -1.555 -0.555 -0.308 0.41
O -3.020 -1.954 -1.104 0.307 -0.006 -0.116 -0.45
O -2.987 -2.368 1.410 0.398 0.035 -0.158 -0.42
S -3.905 1.950 -0.645 -1.127 0.931 0.053 1.16
O -5.009 1.346 -1.322 0.458 -0.405 -0.192 -0.48
O -4.134 3.040 0.252 0.465 -0.107 -0.068 -0.52
C -2.738 2.623 -1.970 0.060 0.258 -0.046 0.39
F -3.369 3.738 -2.323 0.122 -0.102 0.069 -0.21
F -1.580 2.927 -1.384 -0.105 -0.278 -0.037 -0.18
C -2.532 1.712 -3.244 -0.046 0.182 0.166 0.79
F -3.161 2.241 -4.265 -0.260 0.045 -0.219 -0.24
F -3.017 0.484 -3.023 0.228 -0.080 0.103 -0.22
F -1.244 1.635 -3.524 0.186 -0.158 0.091 -0.22
S -0.705 0.649 0.953 1.247 0.065 1.403 0.45
O -0.425 -0.361 1.930 -0.369 -0.200 -0.414 -0.40
O -0.303 1.994 1.194 -0.410 -0.039 -0.657 -0.46
C 0.126 0.052 -0.626 0.365 0.526 -0.354 0.26
F -0.773 -0.428 -1.489 -0.077 0.041 0.193 -0.23
F 0.699 1.142 -1.145 -0.224 -0.252 0.054 -0.25
C 1.278 -0.977 -0.356 0.130 -0.147 -0.699 0.81
F 1.893 -1.074 -1.558 -0.108 0.076 0.337 -0.27
F 2.133 -0.445 0.520 -0.266 -0.038 -0.038 -0.23
C 0.849 -2.434 0.071 0.237 0.193 0.374 0.68
F 1.391 -2.730 1.237 0.052 -0.013 0.168 -0.24
F -0.479 -2.518 0.187 -0.199 0.003 -0.137 -0.14
F 1.250 -3.310 -0.826 -0.005 -0.099 -0.207 -0.24
H -4.866 0.622 4.808 0.107 0.179 0.084 0.40
H -6.402 1.166 4.146 -0.009 0.158 -0.009 0.45
H -5.048 2.327 4.312 -0.004 -0.023 0.092 0.37
H -3.666 -2.085 -1.815 0.109 0.028 -0.063 0.38
H -3.215 -3.311 1.371 0.131 0.003 0.292 0.36
C 6.688 -0.462 -1.502 -0.059 -0.060 -0.008 -0.57
C 5.502 -0.029 -0.641 0.056 0.031 0.030 -0.38
C 5.369 -1.213 0.311 -0.043 -0.035 -0.072 -0.13
O 6.679 -1.737 0.487 0.013 -0.019 0.011 -0.44
C 7.568 -1.166 -0.477 0.006 0.089 0.023 -0.49
H 7.197 0.363 -1.997 0.001 0.021 0.015 0.35
H 6.359 -1.168 -2.267 0.008 -0.006 -0.002 0.27
H 5.752 0.876 -0.085 -0.005 0.000 0.011 0.28
H 4.592 0.161 -1.210 0.005 -0.017 -0.025 0.23
H 4.733 -1.998 -0.120 -0.043 0.039 -0.002 0.11
H 4.962 -0.935 1.285 0.019 -0.020 0.020 0.21
H 8.229 -0.458 0.032 0.016 0.010 -0.031 0.28
H 8.179 -1.959 -0.909 -0.012 -0.033 0.024 0.28
```
Positions in Å, forces in eV/Å.

The value obtained for the frontier orbital gap is 5.857 eV. The value obtained for the maximum force is 1.9 eV/Å. The total charge is +1. The calculation puts the lowest unoccupied orbital energy at -5.125 eV.

=====

Molecular formula: C38H34BrF10N6Ta
Method: DFT, ωB97M-V/def2-TZVPD

Geometry as XYZ:
```
90
Properties=species:S:1:pos:R:3:forces:R:3:mulliken_charge:R:1
Ta 0.376 -0.674 -0.873 0.131 -0.815 1.262 -0.41
C 0.326 -3.665 -2.086 -0.055 -0.021 -0.014 -0.88
N 1.330 -2.784 -1.446 0.274 0.552 -0.005 -0.13
C 1.811 -3.317 -0.169 -0.019 -0.255 -0.018 -1.40
C 0.606 -3.378 0.712 -0.077 -0.051 0.018 -1.42
N -0.218 -2.187 0.425 -0.408 -0.242 0.404 1.73
C -1.452 -2.235 1.145 0.398 -0.106 -0.175 -0.12
C -2.320 -1.185 0.952 -0.156 -0.073 -0.076 -0.94
F -1.821 -0.190 0.158 0.012 -0.014 0.027 0.95
C -3.563 -1.032 1.509 0.036 0.015 -0.020 -0.19
F -4.288 0.047 1.254 -0.021 0.017 -0.014 -0.38
C -4.008 -2.019 2.370 0.019 -0.055 0.011 0.67
F -5.182 -1.915 2.958 -0.036 0.000 0.026 -0.33
C -3.177 -3.096 2.627 -0.037 0.073 -0.040 0.49
F -3.570 -4.028 3.475 0.006 -0.029 0.013 -0.32
C -1.924 -3.210 2.036 -0.016 0.064 -0.017 0.65
F -1.209 -4.271 2.422 0.051 -0.023 -0.061 -0.46
C 2.451 -2.572 -2.365 0.014 -0.211 -0.175 -1.11
C 1.938 -1.652 -3.434 -0.020 -0.016 -0.052 -1.41
N 0.997 -0.706 -2.793 -0.333 0.616 -0.604 1.58
C 0.634 0.265 -3.799 0.303 -0.171 0.237 -0.67
C -0.155 -0.126 -4.875 -0.137 0.056 -0.065 -0.26
F -0.610 -1.382 -4.942 0.015 -0.023 0.024 -0.39
C -0.518 0.752 -5.882 -0.019 -0.014 0.026 0.40
F -1.295 0.345 -6.868 -0.023 -0.017 -0.023 -0.28
C -0.075 2.064 -5.837 0.045 0.039 -0.007 0.56
F -0.424 2.916 -6.780 -0.013 0.014 -0.007 -0.28
C 0.749 2.471 -4.800 -0.045 -0.049 -0.049 0.43
F 1.201 3.716 -4.755 0.004 0.020 0.019 -0.33
C 1.115 1.569 -3.816 -0.018 0.107 -0.210 0.44
F 1.963 2.002 -2.877 -0.020 -0.045 0.084 -0.50
H 0.772 -4.644 -2.278 -0.017 -0.008 -0.005 0.38
H 0.006 -3.224 -3.027 0.007 -0.018 -0.003 0.24
H -0.544 -3.781 -1.449 -0.006 -0.010 -0.017 0.21
H 2.579 -2.638 0.207 -0.048 0.017 0.061 0.28
H 2.256 -4.311 -0.281 0.024 0.045 -0.109 0.50
H 0.902 -3.414 1.758 -0.044 0.041 -0.034 0.74
H 0.034 -4.283 0.515 0.006 -0.046 -0.031 0.67
H 2.805 -3.515 -2.792 -0.048 -0.038 0.081 0.50
H 3.266 -2.135 -1.794 0.044 0.044 -0.055 0.53
H 1.426 -2.186 -4.236 0.050 -0.061 0.036 0.80
H 2.761 -1.109 -3.907 -0.051 0.059 0.013 0.53
C -1.483 3.688 2.474 0.030 0.004 -0.007 -1.55
C -1.789 2.338 1.824 -0.004 0.000 0.025 0.51
C -1.598 1.187 2.776 0.052 0.060 0.062 0.23
C -2.486 1.049 3.835 -0.004 -0.003 0.035 -0.26
C -2.332 0.041 4.772 -0.012 0.023 -0.021 -1.35
C -1.251 -0.816 4.675 0.027 0.004 -0.002 -0.36
C -0.322 -0.704 3.643 -0.006 -0.046 0.050 1.07
C 0.857 -1.653 3.666 -0.004 0.103 0.047 -0.45
C 1.851 -1.311 4.780 -0.005 -0.013 -0.003 -1.59
C -0.531 0.287 2.675 0.017 0.068 -0.222 -1.07
N 0.372 0.354 1.531 -0.010 0.127 -0.006 1.27
C 1.575 0.676 1.829 0.125 0.062 -0.053 -0.44
C 2.578 0.597 0.821 -0.225 -0.189 0.074 -1.06
C 3.863 1.039 0.793 0.153 0.046 -0.129 -0.78
C 4.348 0.812 -0.531 0.031 0.057 0.138 -1.19
C 3.338 0.249 -1.237 -0.162 -0.110 0.228 -0.78
N 2.205 0.062 -0.427 0.370 0.230 -0.076 1.50
H -1.636 4.507 1.769 0.002 -0.005 -0.008 0.44
H -0.450 3.728 2.828 0.000 -0.003 -0.002 0.35
H -2.128 3.870 3.333 -0.003 -0.011 0.005 0.39
H -1.134 2.198 0.972 -0.007 0.016 -0.081 -0.93
H -2.817 2.333 1.450 0.010 0.001 0.007 0.58
H -3.313 1.744 3.920 -0.004 -0.003 -0.003 0.53
H -3.044 -0.069 5.578 0.004 0.011 0.010 0.45
H -1.113 -1.594 5.418 0.001 -0.002 0.005 0.59
H 1.377 -1.661 2.708 -0.004 0.035 0.001 -0.33
H 0.480 -2.666 3.834 0.008 -0.002 -0.001 0.52
H 2.252 -0.302 4.666 0.004 -0.002 -0.003 0.30
H 2.687 -2.010 4.784 -0.002 -0.003 -0.001 0.48
H 1.371 -1.358 5.756 -0.004 0.006 0.002 0.40
H 1.850 1.006 2.829 -0.021 -0.018 0.008 0.86
H 4.393 1.500 1.612 0.002 -0.002 -0.004 0.61
H 5.323 1.063 -0.914 0.001 0.003 0.004 0.52
H 3.321 -0.014 -2.275 0.030 0.005 -0.010 0.48
C 0.154 4.953 -1.010 -0.020 -0.075 -0.024 -1.73
C -0.540 3.671 -1.376 0.054 0.127 0.022 0.91
C -1.739 3.646 -2.077 -0.063 0.008 -0.052 -0.66
C -2.338 2.442 -2.433 0.091 0.033 0.029 -0.93
C -1.693 1.286 -2.072 0.161 0.095 0.104 0.53
Br -2.360 -0.404 -2.554 -0.234 -0.163 -0.183 0.09
N -0.540 1.274 -1.379 -0.162 0.215 -0.389 0.92
C 0.015 2.451 -1.033 0.057 -0.060 -0.083 -0.76
H -0.553 5.778 -0.951 -0.007 -0.002 0.009 0.44
H 0.899 5.205 -1.767 0.000 0.000 -0.003 0.37
H 0.666 4.865 -0.053 -0.002 0.000 0.004 0.40
H -2.218 4.577 -2.356 0.002 -0.001 0.002 0.57
H -3.268 2.407 -2.981 -0.006 -0.009 0.003 0.60
H 0.948 2.393 -0.487 -0.036 0.015 0.036 0.23
```
Positions in Å, forces in eV/Å.

The value obtained for the frontier orbital gap is 6.526 eV. The value obtained for the maximum force is 1.5 eV/Å. The total charge is +2. The calculation puts the lowest unoccupied orbital energy at -6.970 eV.

=====

Molecular formula: C4H12NO3
Method: DFT, ωB97M-V/def2-TZVPD

Geometry as XYZ:
```
20
Properties=species:S:1:pos:R:3:forces:R:3:mulliken_charge:R:1
C -0.906 1.160 -0.376 -0.402 -0.333 0.134 -0.93
O 0.037 1.767 -1.209 -0.023 0.343 0.031 -0.45
C -0.413 -0.163 0.210 0.078 0.210 -0.014 0.53
C 0.825 0.026 1.106 -0.078 -0.108 -0.460 -0.83
C 0.788 -0.916 2.289 -0.068 -0.070 -0.052 -0.52
O 0.690 -2.271 1.876 0.184 -0.076 0.142 -0.55
N -0.105 -1.182 -0.788 0.326 -0.035 0.070 -0.65
H -1.150 1.850 0.439 0.199 0.176 -0.039 0.44
H -1.871 1.017 -0.891 0.256 -0.064 -0.153 0.37
H -1.218 -0.552 0.834 -0.206 -0.019 0.085 0.28
H 1.703 -0.226 0.504 0.119 0.130 0.014 0.30
H 0.939 1.071 1.394 -0.060 -0.044 0.244 0.39
H 1.678 -0.780 2.906 0.087 -0.114 0.006 0.32
H -0.077 -0.696 2.920 -0.094 0.123 0.076 0.30
H 0.570 -2.310 0.916 -0.076 0.118 -0.024 0.39
H 0.696 -0.876 -1.341 -0.372 -0.146 -0.054 0.22
H -0.891 -1.374 -1.398 0.103 0.050 -0.085 0.25
H 0.013 1.444 -2.253 0.061 -0.110 -0.216 0.38
H -1.053 1.763 -3.683 0.365 -0.130 0.158 0.31
O -0.256 1.247 -3.455 -0.398 0.099 0.140 -0.54
```
Positions in Å, forces in eV/Å.

For the energy above the lowest of the compared OMol25 structures with the same formula, charge and spin, the calculation gives 17.7 kcal per mole. The value obtained for the frontier orbital gap (alpha / beta) is 10.328 / 6.256 eV. The value obtained for the maximum force is 0.5 eV/Å. Its spin multiplicity is 2. The expectation value of S² is 0.7595. The calculation puts the lowest unoccupied orbital energy (alpha / beta) at 0.636 / -3.398 eV.